# 1
The following is a DFT calculation (ωB97M-V with the def2-TZVPD basis set) of C44H51N9O2P2Pt as an isolated structure at a distorted geometry.

The geometry in XYZ format:
```
109
Properties=species:S:1:pos:R:3:forces:R:3:lowdin_charge:R:1
Pt -0.8121 0.2980 -0.6869 -2.1 -0.9 -1.0 1.47
C -5.2493 -2.8214 -1.8162 0.1 0.1 0.0 0.03
N -3.8461 -2.3832 -1.7070 0.0 -0.1 0.0 -0.08
C -2.7629 -3.1773 -1.9811 -0.1 0.0 0.0 0.01
C -1.6533 -2.4197 -1.7884 0.1 0.2 -0.1 -0.08
N -2.0643 -1.1620 -1.4244 0.1 0.3 -0.1 -0.10
C -3.4033 -1.1637 -1.3707 0.1 -0.1 0.0 -0.42
P -4.4460 0.2946 -1.0920 0.0 0.0 0.0 1.23
C -3.6868 0.8493 0.4583 0.1 0.0 0.3 -0.45
N -2.3889 0.8339 0.7417 -0.5 -0.2 0.7 -0.07
C -2.2419 1.2611 2.0353 -0.2 -0.1 -0.3 -0.10
C -3.4812 1.5352 2.5346 -0.1 0.0 0.0 0.00
N -4.3770 1.2696 1.5395 -0.3 0.1 0.1 -0.10
C -5.8397 1.4216 1.6618 0.1 -0.1 0.0 0.02
C -3.4330 1.2661 -2.2566 0.0 0.1 0.2 -0.43
N -2.1025 1.4070 -2.2360 0.5 -0.1 0.1 0.00
C -1.7587 2.0254 -3.4212 0.0 -0.2 0.0 -0.12
C -2.8924 2.2712 -4.1317 0.0 0.0 0.0 0.01
N -3.9332 1.7916 -3.3903 0.0 0.0 0.1 -0.09
C -5.3486 1.8216 -3.8049 0.0 0.0 0.0 0.03
H -5.2675 -3.9064 -1.7884 0.0 0.0 0.0 0.11
H -5.6763 -2.4797 -2.7563 0.0 0.0 0.0 0.11
H -5.8254 -2.4355 -0.9803 0.0 0.0 0.0 0.09
H -2.8628 -4.2073 -2.2822 0.0 0.0 0.0 0.15
H -0.6212 -2.6990 -1.8926 0.0 0.0 0.1 0.12
H -1.2859 1.3144 2.5233 0.0 0.0 0.0 0.09
H -3.7906 1.8802 3.5080 0.0 0.0 0.0 0.15
H -6.0509 1.9094 2.6080 0.0 0.0 0.0 0.11
H -6.3192 0.4459 1.6483 0.0 0.0 0.0 0.11
H -6.2208 2.0369 0.8514 0.0 0.0 0.0 0.10
H -0.7462 2.2451 -3.7024 0.0 -0.1 0.0 0.11
H -3.0361 2.7395 -5.0921 0.0 0.0 0.0 0.15
H -5.4204 2.4069 -4.7163 0.0 0.0 0.0 0.11
H -5.9550 2.2872 -3.0330 0.0 0.0 0.0 0.10
H -5.7029 0.8131 -4.0036 0.0 0.0 0.0 0.10
O -0.3052 -1.6347 0.5342 0.3 0.3 -0.4 -0.43
P 0.8701 -2.4937 1.0638 0.0 0.0 0.0 0.87
C 0.6720 -4.2003 0.5878 0.0 -0.1 -0.1 -0.29
C 1.7814 -5.0249 0.3770 0.0 0.1 -0.1 -0.06
C 1.6010 -6.3580 0.0418 0.0 0.0 0.0 -0.04
C 0.3197 -6.8803 -0.0732 0.0 0.0 0.1 -0.03
C -0.7869 -6.0666 0.1396 0.0 0.0 0.1 -0.05
C -0.6140 -4.7330 0.4737 0.0 0.0 0.1 -0.09
C 2.4619 -1.9808 0.4056 0.1 0.1 0.0 -0.29
C 3.5843 -1.9180 1.2284 0.0 -0.2 -0.1 -0.09
C 4.8380 -1.6617 0.6821 0.0 -0.2 -0.1 -0.07
C 4.9725 -1.4678 -0.6841 0.0 0.0 0.0 -0.04
C 3.8546 -1.5325 -1.5128 0.0 0.0 0.0 -0.05
C 2.6069 -1.7919 -0.9716 0.0 0.0 0.0 -0.08
C 0.9665 -2.3981 2.8442 -0.2 0.1 0.2 -0.29
C 0.4563 -1.2767 3.5030 0.1 0.0 -0.1 -0.09
C 0.5562 -1.1697 4.8817 0.0 0.0 0.0 -0.07
C 1.1620 -2.1844 5.6132 0.0 0.0 0.0 -0.03
C 1.6605 -3.3066 4.9660 0.0 0.0 0.0 -0.03
C 1.5563 -3.4219 3.5874 0.0 0.0 0.0 -0.06
H 2.7882 -4.6325 0.4607 0.0 0.0 0.0 0.11
H 2.4614 -6.9890 -0.1362 0.0 0.0 0.1 0.12
H 0.1840 -7.9293 -0.3007 0.0 0.0 -0.1 0.13
H -1.7830 -6.4854 0.0699 0.0 0.0 0.0 0.12
H -1.4728 -4.1091 0.6877 0.0 0.0 0.0 0.10
H 3.4845 -2.1006 2.2913 0.0 0.0 0.0 0.11
H 5.7114 -1.6375 1.3219 0.0 0.0 0.0 0.13
H 5.9518 -1.2915 -1.1108 0.0 0.0 0.0 0.13
H 3.9739 -1.4249 -2.5837 0.0 0.0 0.0 0.11
H 1.7460 -1.8858 -1.6248 0.0 0.0 0.0 0.09
H -0.0461 -0.5078 2.9280 0.0 0.0 0.0 0.06
H 0.1478 -0.3081 5.3959 0.0 0.0 0.0 0.11
H 1.2234 -2.1127 6.6911 0.0 0.0 0.0 0.13
H 2.1121 -4.1057 5.5383 0.0 0.0 0.0 0.13
H 1.9250 -4.3163 3.1002 0.0 0.0 0.0 0.12
N 0.4806 0.8343 0.6305 0.9 1.3 0.9 0.00
C 1.4121 1.2904 1.1613 0.2 0.0 0.0 -0.18
N 2.4421 1.7685 1.7472 -0.1 0.1 0.1 -0.01
C 2.3450 2.5922 2.9881 0.0 0.0 0.0 -0.06
C 3.1614 1.9134 4.0747 0.1 -0.1 0.0 -0.16
O 4.4874 1.7296 3.6372 0.0 0.1 -0.1 -0.08
C 4.5724 0.8573 2.5324 0.0 0.1 0.2 -0.17
C 3.8324 1.4218 1.3300 0.0 0.0 -0.1 -0.05
H 1.2994 2.7055 3.2736 0.0 0.0 0.0 0.13
H 2.7732 3.5706 2.7649 0.0 0.0 0.0 0.14
H 2.7065 0.9518 4.3439 0.0 0.0 0.0 0.13
H 3.1975 2.5515 4.9554 0.0 0.0 0.0 0.15
H 4.1714 -0.1272 2.7954 0.0 0.1 0.1 0.11
H 5.6283 0.7620 2.2867 0.0 0.0 0.0 0.15
H 3.7929 0.7092 0.5072 -0.1 0.0 0.0 0.11
H 4.3116 2.3440 0.9971 -0.1 0.0 0.0 0.15
C -1.2842 4.6610 -1.6804 0.1 0.0 0.1 0.03
N 0.1137 4.8816 -1.2080 0.0 -0.1 -0.2 -0.15
C 0.9127 5.6124 -2.2497 0.0 0.0 0.1 0.04
C 0.7662 3.6159 -0.6682 0.0 -0.2 0.0 -0.07
C 1.1440 2.5520 -1.6769 0.0 -0.1 -0.2 -0.22
C 2.2583 2.7999 -2.4917 0.0 0.1 -0.1 -0.02
C 2.6813 1.9246 -3.4792 0.1 0.1 0.0 -0.02
C 1.9892 0.7463 -3.6915 -0.2 -0.1 -0.1 -0.03
C 0.9075 0.4301 -2.8731 0.5 0.4 -0.3 -0.13
C 0.5328 1.3052 -1.8656 0.7 -1.1 -0.3 -0.25
H -1.7179 5.6218 -1.9457 0.0 0.0 0.0 0.12
H -1.8581 4.1914 -0.8835 0.0 0.0 0.0 0.11
H -1.2501 4.0141 -2.5501 0.0 0.2 0.1 0.07
H 0.0599 5.5073 -0.4023 0.0 0.0 0.0 0.19
H 0.9452 5.0116 -3.1531 0.0 0.0 0.0 0.11
H 1.9155 5.7949 -1.8714 0.0 0.0 0.0 0.12
H 0.4187 6.5602 -2.4477 0.0 0.0 0.0 0.12
H 0.0669 3.2301 0.0680 -0.1 0.0 0.1 0.11
H 1.6650 3.9679 -0.1615 0.0 0.0 0.1 0.14
H 2.8173 3.7162 -2.3392 0.0 0.0 0.0 0.12
H 3.5421 2.1717 -4.0866 0.0 0.0 0.0 0.13
H 2.2786 0.0659 -4.4829 0.0 0.0 0.0 0.13
H 0.3617 -0.4882 -3.0576 0.1 0.0 0.1 0.10
```
Positions in Å, forces in eV/Å.

Summary:
- total energy (Ha) = -3151.1935
- total charge = +4
- relative energy (zero: lowest compared OMol25 entry of this formula, charge and spin) (kJ/mol) = 388.4
- maximum force (eV/A) = 2.5
- HOMO-LUMO gap (alpha / beta) (eV) = 5.055 / 5.203
- spin multiplicity = 1
- LUMO level (alpha / beta) (eV) = -12.575 / -12.427

# 2
The following is a DFT calculation (ωB97M-V with the def2-TZVPD basis set) of C44H51NP2PdSi as an isolated structure at a distorted geometry.

The geometry in XYZ format:
```
100
Properties=species:S:1:pos:R:3:forces:R:3:lowdin_spin:R:1
Pd -0.5183 -0.0238 -0.5512 -0.7 2.4 2.5 0.11
C 1.3907 -2.4716 -2.8092 -0.5 -2.5 0.1 0.48
C 2.3182 -1.7741 -2.0153 2.4 0.1 1.7 0.07
C 3.5457 -1.2160 -2.7511 -0.5 0.0 0.1 0.01
C 3.0912 -0.1702 -3.7814 -0.3 0.7 -0.8 0.01
C 1.7885 0.4978 -3.3543 0.0 1.2 -1.3 0.03
C 0.5145 0.0500 -3.3997 1.0 1.4 -1.2 0.00
C 0.0728 -1.0085 -4.3546 0.2 -1.1 0.3 0.03
C 1.0002 -2.2784 -4.2219 -0.8 0.6 -0.9 0.07
C -1.7900 1.6283 0.6190 -0.1 1.5 0.2 0.16
H 0.9928 -3.4159 -2.4269 0.4 0.5 -0.1 0.02
H 2.6564 -2.2511 -1.0636 1.1 -2.2 -1.7 0.02
H 4.0886 -2.0416 -3.2465 -0.3 0.3 0.2 0.00
H 4.2561 -0.7513 -2.0659 0.0 -0.1 0.1 0.00
H 3.8506 0.6288 -3.8609 -0.2 -0.4 0.0 0.00
H 2.9961 -0.5859 -4.8008 0.1 0.0 0.5 0.00
H 1.9814 1.5643 -3.1347 -0.5 -1.1 0.2 0.00
H -0.2671 0.6960 -2.9989 0.4 -0.3 -0.4 0.00
H 0.0953 -0.5971 -5.3771 0.0 -0.1 0.2 0.00
H -0.9728 -1.2960 -4.1629 0.3 0.0 0.0 0.00
H 0.4004 -3.1490 -4.5478 0.5 0.3 0.2 0.00
H 1.8575 -2.2001 -4.9122 -0.3 0.0 0.2 0.02
H -2.6612 1.0028 0.8953 1.0 -0.3 -0.6 0.01
H -2.2097 2.5281 0.1100 0.1 -0.3 0.8 0.01
H -1.1993 1.8534 1.5143 -0.5 0.1 -0.3 0.00
P 1.6590 -0.9709 -0.2871 -4.1 0.9 -0.7 0.36
P -0.1668 2.3859 -0.9007 -1.4 -3.3 1.2 0.04
C 2.3019 0.7028 -0.7919 -0.3 2.0 1.8 0.11
C 1.6149 1.9016 -0.9272 1.5 0.1 -0.6 0.09
C 2.4092 -1.3673 1.3473 0.6 0.6 -0.2 0.01
C 3.7342 -0.9580 1.4955 0.2 -0.1 -0.1 0.01
C 4.4895 -1.3273 2.5988 0.1 -0.1 0.3 0.00
C 3.9088 -2.0320 3.6484 -0.2 0.0 -0.2 0.02
C 2.5386 -2.3009 3.5968 0.2 0.1 -0.2 0.00
C 1.7944 -1.9853 2.4559 -0.4 -0.2 -0.2 0.02
C 0.3992 -2.5373 -0.3997 0.4 0.3 1.1 0.16
C -0.7347 -2.3596 -1.1967 -0.6 0.0 0.1 0.02
C -1.5436 -3.4318 -1.5698 0.4 0.1 0.3 0.01
C -1.1901 -4.7066 -1.1194 -0.3 0.1 -0.2 0.00
C -0.0954 -4.8820 -0.2703 0.3 0.1 0.1 0.02
C 0.7157 -3.7961 0.1103 -0.7 -0.2 -0.4 0.02
C -0.0990 4.1355 -0.3674 -0.3 0.1 0.8 0.00
C 0.8138 4.4520 0.6622 0.0 0.1 -0.6 0.00
C 0.9961 5.7766 1.0564 -0.1 0.0 0.2 0.00
C 0.2325 6.8049 0.5004 0.1 -0.6 -0.3 0.00
C -0.7154 6.4808 -0.4739 -0.1 0.1 0.2 0.00
C -0.9427 5.1591 -0.8620 0.5 -0.4 0.1 0.00
C -1.5157 2.2900 -2.2166 0.6 0.9 -0.9 0.01
C -2.6789 1.4820 -2.1490 0.2 -0.1 0.4 0.01
C -3.5377 1.3686 -3.2407 0.1 0.3 0.1 0.00
C -3.2459 2.0275 -4.4305 0.3 -0.1 0.0 0.00
C -2.0740 2.7770 -4.5222 0.0 0.6 0.1 0.00
C -1.2729 3.0099 -3.3992 -0.2 -0.5 0.2 0.00
H 3.4051 0.7492 -0.9170 -0.7 0.4 -0.1 0.01
H 2.2582 2.7607 -1.1961 -0.2 -0.3 0.0 0.00
H 4.1781 -0.3331 0.7284 0.2 -0.2 0.0 0.00
H 5.5401 -1.0729 2.6414 0.0 0.1 0.0 0.00
H 4.5079 -2.3562 4.5055 -0.3 0.2 -0.3 0.00
H 2.0654 -2.7655 4.4621 -0.1 0.1 -0.4 0.00
H 0.7232 -2.2073 2.4421 0.3 0.1 -0.1 0.00
H -1.0504 -1.3393 -1.5947 0.0 -1.3 -0.6 0.01
H -2.4130 -3.2447 -2.2040 0.2 -0.2 0.2 0.00
H -1.8032 -5.5532 -1.4332 0.3 0.1 0.2 0.00
H 0.1358 -5.8772 0.1095 0.0 0.2 -0.1 0.00
H 1.5789 -3.9412 0.7696 -0.4 0.0 -0.3 0.00
H 1.3713 3.6502 1.1472 0.0 0.2 -0.2 0.00
H 1.7389 6.0111 1.8138 -0.2 -0.1 0.0 0.00
H 0.3573 7.8341 0.8431 0.0 -0.3 -0.2 0.00
H -1.2938 7.2839 -0.9226 -0.1 -0.2 0.1 0.00
H -1.7752 4.9225 -1.5272 0.4 0.1 0.0 0.00
H -2.9754 0.9725 -1.2234 0.4 0.2 -0.5 0.00
H -4.4534 0.7810 -3.1526 0.3 0.2 0.1 0.00
H -3.9507 1.9874 -5.2624 0.4 -0.1 0.1 0.00
H -1.7978 3.2323 -5.4666 -0.2 0.2 0.1 0.00
H -0.4677 3.7563 -3.3921 -0.2 -0.5 -0.4 0.00
C -3.5632 -1.6437 0.8144 -0.2 -0.3 -0.3 0.00
Si -2.6797 -1.5291 2.4470 2.8 1.4 0.8 0.00
C -3.9030 -0.8403 3.6686 -0.6 -0.2 0.2 0.00
C -2.0654 -3.2186 2.9744 -0.7 -0.4 0.0 0.00
N -1.2520 -0.5104 2.4313 -1.3 -0.7 -2.2 0.01
C -0.6118 0.0375 3.4485 -0.1 -0.5 0.5 0.00
C 0.3694 1.0745 3.2977 -0.2 -0.3 0.2 0.00
C 1.0391 1.5636 4.4088 -0.2 -0.3 0.2 0.00
C 0.7711 1.0603 5.6906 0.4 0.5 0.3 0.00
C -0.1918 0.0643 5.8626 0.2 0.1 -0.3 0.00
C -0.8578 -0.4495 4.7732 0.2 0.1 0.4 0.00
H -4.5855 -1.9755 1.0329 0.1 0.0 -0.2 0.00
H -3.0985 -2.3747 0.1465 -0.1 0.1 0.1 0.00
H -3.6241 -0.6899 0.2878 -0.1 0.0 0.0 0.00
H -4.8732 -1.3191 3.5116 -0.2 0.1 0.1 0.00
H -3.6018 -1.0088 4.7054 -0.1 0.1 -0.1 0.00
H -4.0256 0.2390 3.5292 0.0 -0.1 0.0 0.00
H -1.5218 -3.7160 2.1613 -0.1 0.0 0.1 0.00
H -1.4107 -3.1585 3.8541 -0.2 0.0 -0.2 0.00
H -2.9639 -3.7957 3.2315 0.3 -0.4 0.0 0.00
H 0.5917 1.4328 2.2835 0.0 -0.2 0.4 0.00
H 1.7796 2.3469 4.2809 0.0 0.0 0.1 0.00
H 1.3130 1.4366 6.5633 -0.2 0.0 -0.4 0.00
H -0.4205 -0.3219 6.8488 0.1 0.0 0.1 0.00
H -1.5665 -1.2725 4.9262 0.4 0.5 -0.1 0.00
```
Positions in Å, forces in eV/Å.

Summary:
- total energy (Ha) = -2861.6292
- total charge = 0
- relative energy (zero: lowest compared OMol25 entry of this formula, charge and spin) (kJ/mol) = 905.7
- maximum force (eV/A) = 4.3
- HOMO-LUMO gap (alpha / beta) (eV) = 4.047 / 4.088
- spin multiplicity = 3
- LUMO level (alpha / beta) (eV) = -1.180 / -1.135